# 1
75
Properties=species:S:1:pos:R:3 method="wB97M-V/def2-TZVPD" largest_force_ha_per_bohr=0.0972 lumo_ev=-0.194 e_homo_ev=-7.813 orbital_gap_ev=7.6
C -3.1545 2.8807 -3.4348
B -3.6109 2.3663 -4.8408
O -4.1658 3.1836 -5.7870
C -3.3639 0.7905 -5.1639
I -4.1294 0.3342 -7.2059
C -4.1237 -0.2013 -4.2494
O -3.2725 -1.3497 -4.1409
S -1.7675 -0.9654 -4.3885
O -1.0729 -0.5460 -3.2189
O -1.1312 -1.9188 -5.2161
O -2.0131 0.4001 -5.2225
H -3.7322 3.7601 -3.1514
H -3.2752 2.1152 -2.6651
H -2.0866 3.1179 -3.4875
H -5.1296 3.1416 -5.8117
H -4.3375 0.1583 -3.2394
H -5.0707 -0.4208 -4.7294
C -0.5696 -4.5776 2.6253
N -1.8339 -3.9500 2.3156
C -2.8750 -4.9060 1.9889
P -2.2955 -2.3125 2.2444
O -3.4724 -2.1722 3.1269
N -1.0944 -1.3130 3.0047
C -0.1511 -1.8477 3.9799
C -1.6982 -0.0831 3.5054
N -1.8681 -1.8522 0.7036
C -2.8775 -1.8541 -0.3477
C -0.5399 -2.0284 0.1837
H -0.2046 -5.1775 1.7808
H -0.6740 -5.2472 3.4879
H 0.2050 -3.8656 2.8648
H -2.8366 -5.2133 0.9347
H -3.8624 -4.4833 2.1805
H -2.7847 -5.8016 2.6090
H -0.5742 -2.6405 4.6085
H 0.1877 -1.0472 4.6375
H 0.7506 -2.2226 3.4919
H -2.2120 -0.2258 4.4628
H -2.4305 0.3041 2.7952
H -0.9208 0.6746 3.6240
H -3.0094 -2.8477 -0.7989
H -2.5916 -1.1567 -1.1391
H -3.8439 -1.5303 0.0441
H -0.4196 -2.9866 -0.3392
H 0.2311 -1.9472 0.9472
H -0.3547 -1.2248 -0.5320
C 3.5954 0.9264 -1.5077
N 2.6732 1.2891 -0.4550
C 1.2861 1.2542 -0.8823
P 2.9200 1.7618 1.1596
O 2.1076 0.8524 1.9938
N 4.5501 1.3969 1.6515
C 5.3482 0.3885 0.9630
C 4.6109 1.1957 3.0967
N 3.1807 3.4039 1.0518
C 2.0472 4.2926 1.2868
C 4.1940 3.9566 0.1912
H 3.5047 1.6035 -2.3675
H 3.3913 -0.0902 -1.8640
H 4.6269 0.9538 -1.1918
H 0.9914 2.1903 -1.3772
H 0.6203 1.1050 -0.0297
H 1.1031 0.4275 -1.5729
H 4.7591 -0.4581 0.5916
H 6.1034 -0.0077 1.6426
H 5.9039 0.8231 0.1295
H 4.2719 0.1981 3.3960
H 3.9849 1.9237 3.6136
H 5.6372 1.3426 3.4396
H 1.4268 4.4314 0.3910
H 2.3947 5.2735 1.6168
H 1.4101 3.8931 2.0772
H 3.8028 4.1818 -0.8095
H 5.0496 3.2921 0.0986
H 4.5618 4.8880 0.6292

---

# 2
79
Properties=species:S:1:pos:R:3 method="wB97M-V/def2-TZVPD" largest_force_ha_per_bohr=0.3159 lumo_ev=-0.854 e_homo_ev=-9.828 de_lowest_kj_mol=238.2 orbital_gap_ev=9.0
C -2.9106 -1.4414 7.5436
C -1.7516 -1.7224 6.5766
C -2.2506 -1.7574 5.1246
C -1.0276 -1.9974 4.1446
N -1.4506 -2.0824 2.6446
C -2.2226 -0.8894 2.2596
C -3.6626 -1.3424 2.0686
C -3.6916 -2.8604 2.2456
C -2.2506 -3.2604 2.4666
C -0.1166 -2.1434 1.8896
C 0.6294 -3.4944 2.0996
C 1.9464 -3.5104 1.2216
H -3.1276 -0.5444 7.1846
H -2.8456 -1.5654 8.5196
H -3.9706 -1.8564 7.2836
H -1.2386 -2.9624 6.7716
H -0.7976 -1.0814 6.6896
H -2.7786 -0.7854 4.7836
H -3.1686 -2.6234 5.0216
H -0.4946 -2.9234 4.4946
H -0.4006 -1.0664 4.2046
H -1.9886 -0.5454 1.2486
H -2.0256 -0.1874 3.0746
H -4.1806 -0.8314 1.1616
H -4.2326 -1.0264 2.9356
H -4.0786 -3.3964 1.4446
H -4.2786 -3.0134 3.2456
H -2.0316 -3.6274 1.4136
H -2.2176 -4.0284 3.3896
H 0.3394 -1.4294 2.0386
H -0.0966 -1.9854 0.7436
H 0.1154 -4.4674 1.6976
H 0.9454 -3.7494 3.1026
H 1.6114 -3.3044 0.2296
H 2.3444 -4.4654 1.4336
H 2.4404 -2.7584 1.4606
O 0.8874 0.6686 0.3526
C 0.9574 0.6586 -0.8484
O 0.5234 1.6396 -1.4644
B 1.1064 1.5096 -2.8444
O 1.6824 0.1496 -2.8864
C 1.7494 -0.2864 -1.6734
O 2.2954 -1.2604 -1.2424
O 1.9654 2.5726 -3.2624
C 1.4244 3.1446 -4.2404
O 1.8994 3.9826 -4.9854
C 0.1634 2.5216 -4.4884
O 0.0034 1.4736 -3.8464
O -0.6156 2.7966 -5.4034
O 0.3754 4.1626 0.1376
H -0.1596 3.4876 -0.0434
H 1.1324 3.7926 0.2386
O 2.4134 1.2776 2.4766
H 2.0554 0.9656 1.6026
H 2.4024 2.2186 2.2676
O 1.9744 6.6696 -4.9484
H 2.5054 7.1106 -4.1274
H 2.2134 5.7676 -4.8134
O 1.8764 -3.0904 -3.7994
H 2.1564 -2.5314 -3.1444
H 2.6634 -3.6834 -4.0674
O 2.8944 4.6336 -7.6034
H 2.9454 5.5656 -7.7054
H 2.2164 4.4206 -6.8734
O -1.5786 3.6516 -7.6744
H -1.1716 3.5426 -6.8784
H -2.5316 3.6146 -7.3714
O 4.4874 3.4926 -2.3544
H 4.3364 4.3696 -2.1474
H 3.6034 3.3286 -2.6474
O -1.9636 2.7516 0.5086
H -1.4196 1.9956 0.5446
H -2.5676 2.4606 -0.2944
O 4.8904 -2.8554 -0.4944
H 4.9284 -2.7294 0.3966
H 4.0604 -2.4124 -0.8034
O -1.1816 -0.6154 -6.0364
H -0.5876 0.1036 -5.7814
H -2.0936 -0.3104 -5.5884

---

# 3
66
Properties=species:S:1:pos:R:3 method="wB97M-V/def2-TZVPD" largest_force_ha_per_bohr=0.0681 lumo_ev=0.502 e_homo_ev=-9.999 de_lowest_kj_mol=450.1 orbital_gap_ev=10.5
C -5.3604 -3.0301 -2.4703
C -5.7115 -2.6430 -3.8277
C -4.6127 -2.6305 -4.8584
O -6.6964 -3.5807 -4.3891
H -4.8215 -3.9775 -2.4667
H -6.2627 -3.1866 -1.8792
H -4.6899 -2.2618 -2.0852
H -6.1770 -1.6574 -3.8315
H -3.8374 -2.0608 -4.3462
H -4.9879 -2.1678 -5.7712
H -4.1956 -3.6160 -5.0656
H -6.5195 -4.5083 -4.2162
C 3.1260 -7.0420 0.8017
C 4.3544 -6.2677 0.8888
C 4.3674 -5.0526 1.8310
O 5.3543 -7.1442 1.4095
H 3.3483 -8.0089 0.3502
H 2.2883 -6.7493 0.1688
H 2.5498 -7.2632 1.7002
H 4.6208 -5.9605 -0.1226
H 5.3343 -4.5731 1.9837
H 4.0351 -5.4201 2.8019
H 3.7763 -4.2364 1.4158
H 6.1808 -6.8204 1.0438
C -0.5562 -0.6348 8.0580
C 0.8057 -1.1981 7.6102
C 1.3599 -0.4079 6.5170
O 1.7012 -1.1154 8.6909
H -1.0600 -1.2863 8.7720
H -1.2306 -0.5309 7.2081
H -0.4053 0.3488 8.5030
H 0.8065 -2.2341 7.2715
H 1.1405 0.6488 6.6702
H 0.8452 -0.7591 5.6227
H 2.4258 -0.5905 6.3808
H 2.5137 -1.5091 8.3648
C 0.7068 0.5145 -0.9082
C 0.1579 1.9711 -0.9440
C 0.9296 2.8792 0.0243
O 0.4844 2.4697 -2.2588
H 1.7713 0.2845 -0.9536
H 0.1809 -0.2596 -1.4670
H 0.4637 0.2157 0.1115
H -0.9280 1.9157 -0.8675
H 1.9474 3.0588 -0.3221
H 0.8573 2.6116 1.0784
H 0.4216 3.8374 0.1327
H 0.2319 3.3959 -2.2675
C 0.3304 7.7325 -4.6998
O -0.8999 7.2011 -4.2535
H 0.9217 7.9671 -3.8146
H 0.7513 7.0245 -5.4137
H 0.1080 8.6019 -5.3184
H -1.6138 7.6010 -4.7555
C -2.8980 7.0943 4.6183
O -2.3539 8.3834 4.2865
H -3.2797 6.6374 3.7053
H -2.0371 6.5841 5.0501
H -3.7906 7.2899 5.2125
H -2.2810 8.9886 5.0281
C 2.5710 1.0391 -8.0347
O 2.9624 -0.1854 -8.6850
H 1.5044 1.2557 -8.0942
H 2.6930 1.0018 -6.9522
H 3.1306 1.9030 -8.3933
H 3.1468 0.1129 -9.5787

---

# 4
93
Properties=species:S:1:pos:R:3 method="wB97M-V/def2-TZVPD" charge=-1 largest_force_ha_per_bohr=0.1201 lumo_ev="1.668 / 1.667" e_homo_ev="-6.236 / -6.404" de_lowest_kj_mol=0.0 multiplicity=3 orbital_gap_ev="7.9 / 8.1"
Na 1.2232 -1.2160 -4.3539
V -0.7460 1.9874 -3.2010
C 0.8961 0.0377 0.0263
C 0.5014 0.7234 -1.2382
O 0.7790 0.4717 -2.4206
O -0.3249 1.6260 -1.1492
H 0.8230 0.6599 0.9129
H 1.8645 -0.4537 -0.0796
H 0.1907 -0.7831 0.1815
S 1.1886 4.0621 -3.9060
O 0.1638 3.8569 -2.8822
O 0.8427 5.0983 -4.8711
O 2.4929 4.2834 -3.2712
O 0.9661 2.6810 -4.3978
S -1.9004 -0.2693 -4.3058
O -2.1857 0.5464 -3.1084
O -0.8016 0.6472 -4.6951
O -1.3029 -1.5638 -4.1157
O -2.9845 -0.2215 -5.2555
C -0.6617 -0.1471 3.2374
C 0.6546 0.2829 3.8599
C 0.4580 1.2177 5.0846
O 1.6053 2.0500 5.3904
C 2.3075 1.5430 6.4817
N 1.2744 -0.9707 4.2890
H -0.5792 -0.6993 2.3041
H -1.2558 0.7527 3.0432
H -1.2778 -0.6984 3.9494
H 1.2261 0.7710 3.0645
H -0.0019 0.7887 5.9767
H -0.2778 1.9859 4.8283
H 1.7056 1.4749 7.3930
H 3.1757 2.1683 6.7009
H 2.7432 0.5617 6.2603
H 2.1768 -0.7265 4.6956
H 1.6002 -1.4220 3.4356
C -0.3582 -4.0816 2.6301
C -1.5665 -3.9562 1.6814
C -1.9357 -5.2451 0.9991
O -0.7914 -5.6072 0.2271
C -0.9682 -6.7338 -0.5969
N -2.7090 -3.4554 2.4138
H -0.5037 -4.7815 3.4549
H 0.0994 -3.1450 2.9410
H 0.4112 -4.5955 2.0452
H -1.3537 -3.1228 0.9982
H -2.7239 -5.0533 0.2665
H -2.0958 -5.9973 1.7760
H -0.2090 -6.7458 -1.3735
H -2.0032 -6.7862 -0.9520
H -0.9043 -7.6191 0.0493
H -3.3888 -3.0614 1.7587
H -2.4534 -2.5864 2.8735
C -3.6339 3.2917 -1.7045
O -2.5068 3.0125 -2.1169
N -3.8355 3.5772 -0.3995
N -4.7167 3.1636 -2.4697
H -2.9904 3.7000 0.1441
H -4.6622 4.0289 -0.0495
H -4.7420 2.9222 -3.4426
H -5.5649 3.2682 -1.9379
C -3.7354 -1.2196 -0.2918
O -4.1939 -1.6072 0.7939
N -3.3348 -2.0728 -1.2619
N -3.4158 0.0578 -0.5230
H -2.8592 -1.7150 -2.0713
H -3.5633 -3.0402 -1.1290
H -3.6293 0.8688 0.0245
H -2.9162 0.1656 -1.4000
C -1.0694 4.9969 0.9808
O -1.5692 5.8275 1.7147
N -0.5804 5.2232 -0.2688
N -1.0233 3.6533 1.2305
H -0.4088 4.4580 -0.8946
H -0.5267 6.1977 -0.5128
H -1.3243 3.4573 2.1738
H -0.5691 2.9876 0.6266
C 4.8344 -1.7787 -0.1135
O 4.2691 -2.8694 -0.0663
N 5.8807 -1.4630 0.6643
N 4.4319 -0.7567 -0.8939
H 6.0504 -0.4959 0.8758
H 6.4089 -2.1432 1.1776
H 4.9964 0.0637 -0.7719
H 3.7072 -0.8071 -1.5838
C 4.1403 0.2532 -4.4915
O 3.9252 -0.8960 -4.8497
N 3.3987 1.0374 -3.6873
N 5.2369 0.9337 -4.9744
H 3.6465 1.9827 -3.4450
H 2.4859 0.7008 -3.4359
H 5.6258 0.5708 -5.8277
H 5.2280 1.9311 -4.8484

---

# 5
85
Properties=species:S:1:pos:R:3 method="wB97M-V/def2-TZVPD" largest_force_ha_per_bohr=0.3273 lumo_ev=0.413 e_homo_ev=-10.120 de_lowest_kj_mol=1052.2 orbital_gap_ev=10.5
C 6.0860 52.6360 52.8660
O 6.0260 54.0780 53.2590
P 5.8830 55.2820 52.1990
O 7.1140 55.4240 51.3690
O 4.6040 54.7420 51.3220
C 4.3800 55.1950 50.0660
O 5.6160 56.6230 52.9050
C 6.3900 57.8570 52.7700
H 5.5350 52.0210 53.5580
H 7.0120 52.3730 52.8230
H 5.7120 52.4180 51.8910
H 3.4500 54.7130 49.7210
H 4.9580 55.0540 49.0970
H 3.7960 56.3140 50.0730
H 6.3920 58.1750 51.6000
H 7.3200 57.7310 53.2980
H 5.8780 58.4840 53.0300
C 2.0030 51.7640 52.1590
O 0.9480 52.3330 51.3910
P 0.5470 53.8520 51.5750
O 0.9210 54.6080 50.3720
O -1.0650 53.7650 51.7900
C -1.9220 53.0230 51.0960
O 1.1190 54.4490 52.9740
C 1.6740 55.8400 52.9790
H 3.0330 52.2220 51.9350
H 1.9950 50.6730 51.7140
H 1.6930 51.9240 53.0830
H -1.8870 51.8780 51.2390
H -1.6240 52.9130 50.0610
H -2.8360 53.4820 51.0740
H 1.9570 56.2690 51.9710
H 2.4500 55.6390 53.5420
H 0.8220 56.3140 53.5080
C -0.5710 50.0730 45.1010
O 0.5690 50.8760 44.7430
P 0.8860 52.2090 45.6000
O 1.4400 53.3130 44.7880
O -0.4560 52.6840 46.3210
C -1.2270 53.8090 45.8920
O 1.9080 51.8080 46.6720
C 2.0880 52.5320 47.9020
H -0.5610 49.1770 44.5220
H -1.5830 50.6340 44.7440
H -0.3500 49.7970 46.1070
H -1.4610 53.9580 44.8370
H -0.5210 54.5170 46.2870
H -2.1110 53.8470 46.4750
H 1.3560 52.3360 48.7850
H 1.9620 53.6970 47.8150
H 3.1050 52.4420 48.4000
C 1.6980 56.4650 46.6010
O 1.2270 56.2840 47.9320
P 0.6090 57.3470 48.8210
O 1.5780 58.1010 49.6310
O -0.2700 58.4100 47.7820
C 0.0340 59.8150 47.9660
O -0.7560 56.7660 49.6010
C -1.8440 56.2150 48.8970
H 2.4380 55.6950 46.1420
H 2.2540 57.4850 46.5600
H 0.7520 56.5410 46.0180
H -0.0310 60.0890 48.9070
H -0.7320 60.3550 47.4260
H 1.0070 60.0400 47.6230
H -1.5430 55.2070 48.5810
H -2.4980 56.8440 48.3100
H -2.3810 55.9690 49.8230
C 1.8140 49.8560 58.6280
O 2.2240 49.1630 57.5080
P 2.7010 50.2030 56.3190
O 4.0980 50.5440 56.5200
O 2.3970 49.6860 54.8480
C 3.4940 49.0720 54.1170
O 1.7780 51.5740 56.2850
C 2.4380 52.8170 55.9210
H 2.6090 49.7840 59.5030
H 1.0310 48.9860 58.8590
H 1.2240 50.7310 58.4550
H 3.8530 48.1410 54.6550
H 4.2840 49.8540 53.9000
H 3.2460 48.8970 53.0980
H 2.9380 52.9160 54.9150
H 3.3300 53.1880 56.6220
H 1.5560 53.6150 55.8760

---

# 6
68
Properties=species:S:1:pos:R:3 method="wB97M-V/def2-TZVPD" largest_force_ha_per_bohr=0.0698 lumo_ev="0.388 / -2.643" e_homo_ev="-8.986 / -8.985" de_lowest_kj_mol=45.3 multiplicity=2 orbital_gap_ev="9.4 / 6.3"
C -1.0821 1.3571 1.3058
O 0.2608 0.8914 1.1992
H -1.3352 1.7854 2.2756
H -1.3980 1.9509 0.4481
H -1.8791 0.6264 1.1682
C -0.8183 4.9407 -3.0281
C -1.0218 4.1980 -1.6616
O 0.2013 4.1050 -0.9299
H 0.2055 4.8688 -3.3953
H -0.9969 6.0131 -2.9485
H -1.5758 4.4461 -3.6362
H -1.4529 3.2069 -1.8029
H -1.6759 4.7284 -0.9696
H 0.4257 5.0169 -0.7307
C -0.3747 -2.4776 3.7946
C 0.3725 -1.2771 4.3907
O 1.1597 -0.6538 3.4301
H -0.9631 -2.9401 4.5870
H 0.2855 -3.2150 3.3381
H -1.0325 -2.0552 3.0350
H 1.1177 -1.5686 5.1308
H -0.3326 -0.5621 4.8146
H 0.5613 -0.3220 2.7568
C 4.8767 0.0575 3.7217
C 4.5947 -0.2896 2.2038
O 3.3222 0.3440 1.9264
H 4.1999 -0.5387 4.3338
H 4.9116 1.1458 3.7721
H 5.8801 -0.2523 4.0140
H 4.5586 -1.3730 2.0900
H 5.3996 0.1850 1.6426
H 2.6536 0.0234 2.5361
C -4.4675 0.1450 -0.3879
C -5.4947 0.9418 0.4189
O -6.5430 1.3724 -0.4119
H -4.8946 -0.4156 -1.2194
H -3.8325 -0.4465 0.2716
H -3.7925 0.8357 -0.8933
H -5.1062 1.6882 1.1118
H -6.0720 0.2546 1.0373
H -7.2983 1.5149 0.1634
C -1.4252 -0.2221 -4.6341
C -1.2838 -0.5775 -3.1244
O -1.3857 0.5458 -2.3278
H -0.8338 0.6616 -4.8739
H -2.4337 0.1661 -4.7767
H -1.1431 -0.9975 -5.3463
H -0.4339 -1.2490 -3.0022
H -2.1407 -1.1785 -2.8201
H -1.1940 0.2023 -1.4521
C 3.6085 -1.9972 -2.2961
C 3.6036 -1.0309 -1.2041
O 2.3636 -0.2309 -1.1566
H 2.7441 -1.7423 -2.9093
H 3.5196 -3.0583 -2.0628
H 4.4661 -1.8099 -2.9423
H 4.4684 -0.3691 -1.1586
H 3.4966 -1.6675 -0.3258
H 1.6353 -0.7827 -0.8621
C 0.2360 -3.4745 -0.6105
C -0.0596 -2.2896 0.2621
O 0.0468 -1.2082 -0.5715
H 0.2344 -4.3837 -0.0092
H 1.2446 -3.2878 -0.9793
H -0.4610 -3.4609 -1.4485
H 0.6734 -2.0902 1.0438
H -1.0990 -2.1889 0.5744
H 0.0053 -0.5343 0.1110